Below is 2 unconnected molecules or ions with the total composition C3H6OSSi at a distorted geometry, with properties calculated with ωB97M-V/def2-TZVPD.

Results
- energy (Ha) = -880.7031
- LUMO (eV) = -0.52
- SMILES = C=C=C=O.[SiH3]S

ORCA input file:
```
! wB97M-V def2-TZVPD RIJCOSX def2/J DEFGRID3
* xyz 0 1
C 4.0511 -1.3396 0.2157
C 3.8280 -0.0744 -0.0619
C 3.2911 1.0852 0.0078
O 2.7846 2.1184 -0.0030
H 3.4878 -1.6883 1.1756
H 4.4703 -1.9793 -0.5224
Si -2.1002 0.8239 -0.1362
S -0.9673 2.6741 -0.1254
H -1.5335 0.3793 -1.4702
H -1.6153 -0.0441 0.8413
H -3.5831 0.8533 -0.0794
H -0.6856 3.1145 -1.2859
*
```

***

Below is a molecular structure, C41H55N3O4P3PtSi2Te at a distorted geometry, with properties calculated with ωB97M-V/def2-TZVPD.

Results
- expectation value of S² = 6.0194
- energy (Ha) = -4050.8226
- LUMO (alpha / beta) (eV) = -2.17 / -5.87

ORCA input file:
```
! wB97M-V def2-TZVPD RIJCOSX def2/J DEFGRID3
* xyz 1 5
Pt -0.4748 0.0741 -0.1376
C 0.9089 -0.8156 -5.2105
Si -0.2709 -0.2685 -3.8419
C -1.2460 1.2529 -4.3914
C -1.3938 -1.7140 -3.3957
N 0.4816 0.2643 -2.3515
P 1.9783 0.1617 -1.7149
C 1.6026 0.0767 -0.0335
P 1.8208 0.2620 1.6817
N 0.2820 0.3915 2.1239
Si -0.3395 0.1778 3.7388
C -0.5810 -1.6522 4.1280
C 0.7964 0.8817 5.0748
C -1.9570 1.1601 3.7604
C 2.7479 1.7467 2.1662
C 2.0098 2.9032 2.4087
C 2.6504 4.0627 2.8155
C 4.0292 4.0747 2.9784
C 4.7712 2.9311 2.7147
C 4.1360 1.7704 2.3012
C 2.6693 -1.1759 2.3822
C 2.4017 -2.4090 1.7870
C 2.9093 -3.5720 2.3400
C 3.6789 -3.5129 3.4932
C 3.9416 -2.2896 4.0935
C 3.4406 -1.1213 3.5411
C 2.9555 1.6039 -2.2034
C 2.9296 2.0117 -3.5371
C 3.6126 3.1532 -3.9220
C 4.3128 3.8919 -2.9765
C 4.3252 3.4960 -1.6460
C 3.6444 2.3537 -1.2554
C 2.8213 -1.3139 -2.2958
C 4.0127 -1.2828 -3.0117
C 4.5434 -2.4694 -3.4931
C 3.8901 -3.6726 -3.2621
C 2.6997 -3.7016 -2.5452
C 2.1599 -2.5234 -2.0608
H 0.3268 -1.2791 -6.0094
H 1.6330 -1.5500 -4.8538
H 1.4591 0.0178 -5.6524
H -1.8997 0.9986 -5.2269
H -0.5765 2.0536 -4.7117
H -1.8601 1.6327 -3.5724
H -2.2520 -1.7422 -4.0694
H -1.7621 -1.6383 -2.3711
H -0.8597 -2.6614 -3.4890
H 0.3151 -2.0615 4.6064
H -0.7681 -2.2260 3.2202
H -1.4244 -1.8022 4.8031
H 1.7249 0.3156 5.1491
H 0.2990 0.8165 6.0451
H 1.0525 1.9288 4.8985
H -2.3935 1.2231 2.7634
H -1.7910 2.1812 4.1177
H -2.6903 0.6876 4.4154
H 0.9315 2.8720 2.3060
H 2.0750 4.9566 3.0197
H 4.5279 4.9737 3.3162
H 5.8460 2.9401 2.8420
H 4.7146 0.8801 2.0870
H 1.7747 -2.4495 0.9027
H 2.6984 -4.5280 1.8790
H 4.0692 -4.4219 3.9315
H 4.5345 -2.2430 4.9974
H 3.6459 -0.1739 4.0187
H 2.3779 1.4295 -4.2655
H 3.5935 3.4725 -4.9555
H 4.8522 4.7790 -3.2815
H 4.8567 4.0799 -0.9058
H 3.6478 2.0428 -0.2176
H 4.5168 -0.3423 -3.1946
H 5.4674 -2.4521 -4.0556
H 4.3112 -4.5932 -3.6437
H 2.1932 -4.6417 -2.3711
H 1.2224 -2.5257 -1.5102
O -2.9209 0.4849 -0.0735
C -3.2988 1.8412 -0.1151
C -2.1294 2.7946 -0.1016
C -2.3322 4.1550 0.0928
C -1.2651 5.0231 -0.0409
C -0.0183 4.5068 -0.3676
C 0.1089 3.1419 -0.5131
N -0.9219 2.2994 -0.3749
H -2.9587 0.1488 0.8546
H -3.9968 2.0736 0.6926
H -3.8278 1.9943 -1.0604
H -3.3217 4.5211 0.3326
H -1.3996 6.0860 0.1095
H 0.8435 5.1444 -0.5078
H 1.0635 2.6990 -0.7407
C -4.9926 -1.7997 -2.0869
C -4.6946 -2.9434 -1.1379
O -3.2860 -3.0299 -0.9009
P -2.5049 -2.7199 0.4673
O -1.2199 -2.0263 0.1242
Te -3.9235 -1.7075 2.1223
O -2.0419 -4.1654 0.9646
C -3.0141 -5.1960 1.1760
C -2.4369 -6.2200 2.1286
H -6.0578 -1.7742 -2.3161
H -4.4339 -1.9292 -3.0155
H -4.6957 -0.8551 -1.6289
H -5.0094 -3.8957 -1.5690
H -5.2234 -2.7998 -0.1945
H -3.2543 -5.6566 0.2140
H -3.9305 -4.7641 1.5906
H -1.4884 -6.5945 1.7430
H -3.1342 -7.0514 2.2314
H -2.2654 -5.7786 3.1098
*
```

***

Below is a molecular structure, C4H7F3NO4RbS at a distorted geometry, with properties calculated with ωB97M-V/def2-TZVPD.

Results
- energy (Ha) = -1234.2534
- LUMO (eV) = -0.78

ORCA input file:
```
! wB97M-V def2-TZVPD RIJCOSX def2/J DEFGRID3
* xyz 0 1
Rb -0.6515 0.2153 3.0879
C -5.0409 0.9861 1.1122
F -5.6484 0.0649 1.8588
F -5.9287 1.4493 0.2358
F -4.6875 2.0049 1.9033
S -3.5715 0.2400 0.2170
O -4.2150 -0.7099 -0.6436
O -2.9113 1.3771 -0.4116
O -2.7763 -0.3255 1.3074
C 2.0377 0.1777 0.3906
O 1.4018 -0.5103 1.1821
N 2.8047 -0.3606 -0.5795
C 3.0522 -1.7902 -0.6850
C 3.4972 0.4340 -1.5646
H 2.0776 1.2749 0.3942
H 2.6294 -2.1358 -1.6278
H 2.7022 -2.3869 0.1468
H 4.1377 -1.9160 -0.7456
H 3.3684 0.0599 -2.5851
H 3.1478 1.4630 -1.6232
H 4.5745 0.3880 -1.3703
*
```

***

Below is 2 unconnected molecules or ions with the total composition C4H12 at a distorted geometry, with properties calculated with ωB97M-V/def2-TZVPD.

Results
- energy (Ha) = -159.5676
- LUMO (eV) = 1.15
- SMILES = CC.CC

ORCA input file:
```
! wB97M-V def2-TZVPD RIJCOSX def2/J DEFGRID3
* xyz 0 1
C 2.4222 -0.3197 -1.2488
C 0.9542 -0.1985 -1.6366
H 2.6465 -0.3151 -0.1770
H 2.7611 -1.3483 -1.4359
H 3.0658 0.4146 -1.7273
H 0.4964 -1.1143 -1.9928
H 0.7044 0.5893 -2.3495
H 0.4342 0.1943 -0.7217
C -2.2667 0.2751 0.9173
C -1.1066 0.1923 1.9003
H -2.0902 -0.1445 -0.0766
H -3.1378 -0.2186 1.3675
H -2.5067 1.3512 0.7840
H -0.5555 -0.7362 2.0377
H -1.4576 0.5131 2.8805
H -0.3636 0.8653 1.4788
*
```

***

Below is C3H5NS in the gas phase at a distorted geometry, with properties calculated with ωB97M-V/def2-TZVPD.

Results
- energy (Ha) = -570.1091
- LUMO (alpha / beta) (eV) = -0.20 / -0.03

ORCA input file:
```
! wB97M-V def2-TZVPD RIJCOSX def2/J DEFGRID3
* xyz 0 1
C -2.1245 -0.0907 0.0424
C 0.0562 -1.1412 0.0720
C 0.1474 0.3742 -0.1500
N -1.2012 0.8417 0.1645
S -3.6748 -0.1908 -0.0268
H 0.2060 -1.5480 1.0122
H 0.3312 -1.7191 -0.7981
H 0.8275 1.2298 0.3763
H 0.3120 0.5434 -1.2459
H -1.4297 1.8896 0.3934
*
```

***

Below is C12H13NO2 in the gas phase at a distorted geometry, with properties calculated with ωB97M-V/def2-TZVPD.

Results
- energy (Ha) = -670.0862
- LUMO (alpha / beta) (eV) = 0.29 / 0.29

ORCA input file:
```
! wB97M-V def2-TZVPD RIJCOSX def2/J DEFGRID3
* xyz 0 1
C 2.0403 0.0656 2.5620
C 0.7079 0.0880 3.1100
C 2.0757 0.0584 1.2032
C -0.3819 -0.1265 2.2806
C 1.0673 -0.1081 0.2779
C -0.2480 -0.1384 0.8547
C 0.6418 0.9242 -1.9239
C 0.8020 0.8691 -3.3003
C -0.4760 1.7708 -1.4228
C -1.7587 -0.2346 -1.0028
C 1.3081 0.0530 -1.0285
C -2.0236 -1.8045 0.7246
N -1.3820 -0.6262 0.1999
O -1.6787 0.9020 -1.6268
O 2.4719 -0.5503 -1.3904
H 2.9337 0.1266 3.1261
H 0.5264 0.0579 4.1050
H 3.0013 0.2055 0.6699
H -1.4271 -0.0040 2.6661
H 1.6980 0.3082 -3.5246
H 0.2506 1.6342 -3.7839
H -0.3239 1.8654 -0.3939
H -0.7662 2.7117 -1.9314
H -2.3380 -0.9723 -1.5709
H -1.4738 -2.5634 1.0127
H -2.3801 -1.3192 1.5894
H -2.7396 -2.1185 0.0415
H 2.7039 -0.4410 -2.3027
*
```

***

Below is 6 unconnected molecules or ions with the total composition C10H32N4O6 at a distorted geometry, with properties calculated with ωB97M-V/def2-TZVPD.

Results
- energy (Ha) = -1070.5573
- LUMO (eV) = 0.36
- SMILES = NC(N)=O.NC(N)=O.CC(C)O.CC(C)O.CO.CO

ORCA input file:
```
! wB97M-V def2-TZVPD RIJCOSX def2/J DEFGRID3
* xyz 0 1
N -35.3500 -3.2670 2.6020
C -35.0330 -2.7700 3.7430
N -34.3280 -1.7250 3.5920
O -35.3450 -3.3260 4.9490
H -35.7580 -4.2190 2.4790
H -35.3390 -2.6980 1.7810
H -34.3750 -1.1090 4.4630
H -34.2460 -1.2310 2.7040
N -34.4340 -6.0370 1.5010
C -35.7340 -5.9540 1.3090
N -36.4610 -5.8540 2.3910
O -36.3110 -5.7700 0.1760
H -33.8890 -6.0350 0.6400
H -33.9540 -6.2150 2.3720
H -37.4840 -5.9850 2.2250
H -36.1120 -5.9710 3.3660
C -32.3120 -3.0760 8.7190
C -32.8040 -4.2540 9.5250
C -34.2610 -3.9480 9.8260
O -32.9510 -5.3510 8.9220
H -32.8920 -2.9610 7.8600
H -31.2800 -3.2780 8.3590
H -32.4000 -2.0680 9.1870
H -32.1790 -4.3570 10.3770
H -34.4970 -3.0480 10.4040
H -34.7730 -4.7900 10.2970
H -34.8740 -3.6710 8.9190
H -33.1470 -5.1400 7.9940
C -35.1600 -9.1600 3.5230
C -33.8720 -8.5210 3.8910
C -32.7750 -8.7150 2.8060
O -34.0050 -7.3300 4.0880
H -36.0190 -8.8940 4.2150
H -35.0680 -10.2210 3.3850
H -35.5600 -8.9380 2.5370
H -33.4540 -9.0510 4.7130
H -31.7400 -8.5010 3.1060
H -33.1150 -8.1910 1.8600
H -32.7440 -9.7110 2.5090
H -34.4460 -7.2200 4.9510
C -33.9120 -8.3780 7.6930
O -32.8090 -8.0720 6.8150
H -33.6790 -9.2820 8.2410
H -34.7840 -8.5610 7.0090
H -34.0780 -7.6730 8.4590
H -32.7500 -7.1350 6.8050
C -35.8590 -5.6370 6.9860
O -35.4340 -5.7430 5.6420
H -35.8900 -6.5960 7.5650
H -36.9080 -5.2970 7.1380
H -35.2200 -4.9750 7.4660
H -35.4740 -4.8550 5.2880
*
```

***

Below is C4H6N2O2 in the gas phase at a distorted geometry, with properties calculated with ωB97M-V/def2-TZVPD.

Results
- energy (Ha) = -415.9174
- LUMO (eV) = -0.32
- SMILES = C=N/N=C(/C=O)OC

ORCA input file:
```
! wB97M-V def2-TZVPD RIJCOSX def2/J DEFGRID3
* xyz 0 1
C -2.4986 -0.2832 -0.7218
N -1.3408 -0.2851 -0.1263
N -0.3996 0.4041 -0.8574
C 0.8098 0.3969 -0.3825
C 1.7787 1.1972 -1.2243
O 2.9544 1.3120 -0.9329
O 1.3758 -0.0646 0.7131
C 0.6523 -0.7594 1.7283
H -2.6818 0.1522 -1.7240
H -3.3447 -0.7596 -0.2033
H 1.2770 1.5235 -2.1905
H 0.2187 -1.6717 1.2941
H 1.3887 -0.9963 2.4925
H -0.1899 -0.1661 2.1348
*
```

***

Below is a gas-phase ion, C3H4N3 (charge +1) at a distorted geometry, with properties calculated with ωB97M-V/def2-TZVPD.

Results
- energy (Ha) = -280.5895
- LUMO (alpha / beta) (eV) = -6.82 / -6.02

ORCA input file:
```
! wB97M-V def2-TZVPD RIJCOSX def2/J DEFGRID3
* xyz 1 1
C 0.1502 -0.6190 -1.0246
C 0.5572 0.6000 0.8396
C -0.8656 0.3979 0.7027
N 1.5084 1.1901 1.4946
N 1.0917 -0.2005 -0.1891
N -1.0494 -0.3217 -0.4386
H 0.1948 -1.3138 -1.7813
H -1.5977 0.6569 1.5030
H 2.0345 0.0805 -0.2502
H -2.0241 -0.4702 -0.8562
*
```

***

Below is 2 unconnected molecules or ions with the total composition C3H6BNO2 at a distorted geometry, with properties calculated with ωB97M-V/def2-TZVPD.

Results
- energy (Ha) = -347.9875
- LUMO (eV) = 0.53
- SMILES = [H]/N=B\O.CC=C=O

ORCA input file:
```
! wB97M-V def2-TZVPD RIJCOSX def2/J DEFGRID3
* xyz 0 1
H 0.2935 2.6596 0.2073
N -0.4536 2.2361 0.6508
B -1.4464 1.8000 1.1948
O -2.6786 1.3174 1.4645
H -2.7260 0.4313 1.7754
C 2.3524 -0.1822 -0.8816
C 2.3199 -0.7522 0.5839
C 1.2868 -0.5779 1.2784
O 0.2147 -0.5066 1.7516
H 1.3313 -0.2177 -1.1584
H 2.8241 0.7814 -1.0774
H 2.9167 -1.0094 -1.4344
H 3.2105 -1.2008 1.0016
*
```

***

Below is CH2IOP in the gas phase at a distorted geometry, with properties calculated with ωB97M-V/def2-TZVPD.

Results
- energy (Ha) = -753.4503
- LUMO (alpha / beta) (eV) = -1.63 / -1.63

ORCA input file:
```
! wB97M-V def2-TZVPD RIJCOSX def2/J DEFGRID3
* xyz 0 1
C -0.5930 -0.9605 0.1509
O 0.7449 1.8904 1.1374
P 1.1437 2.1979 -0.2258
I 0.3554 -0.0989 -1.4780
H -1.5061 -1.2095 -0.1580
H -0.1449 -1.8195 0.5735
*
```

***

Below is C21H25N3O5 in the gas phase, with properties calculated with ωB97M-V/def2-TZVPD.

Results
- energy (Ha) = -1355.7422
- LUMO (eV) = 0.25
- SMILES = Cc1cc(C(=O)NC[C@@H]2[C@@H](C)CCCN2C(=O)c2ccc(=O)oc2)ncc1CO

ORCA input file:
```
! wB97M-V def2-TZVPD RIJCOSX def2/J DEFGRID3
* xyz 0 1
C 0.1868 3.1332 -5.2618
C 0.4844 2.6154 -3.8783
C -0.5511 2.2363 -3.0383
C -0.2576 1.7612 -1.7697
C -1.3712 1.3720 -0.8436
O -2.4338 0.9419 -1.2729
N -1.0863 1.4852 0.4628
C -1.9504 0.9984 1.5100
C -2.0062 -0.5239 1.5192
C -2.7726 -1.1263 2.7082
C -4.1660 -0.5297 2.8911
C -2.8621 -2.6499 2.5356
C -1.5074 -3.2990 2.2415
C -0.8061 -2.5736 1.0975
N -0.6930 -1.1583 1.4539
C 0.3372 -0.7053 2.2171
O 0.2221 0.2315 3.0013
C 1.6559 -1.3400 2.0093
C 2.2008 -1.5916 0.6964
C 3.4241 -2.1275 0.5491
C 4.2266 -2.4748 1.7098
O 5.3142 -2.9690 1.7124
O 3.6555 -2.1861 2.9361
C 2.4357 -1.6365 3.0590
N 0.9858 1.6800 -1.2956
C 1.9772 2.0385 -2.1079
C 1.7880 2.5078 -3.4021
C 2.9579 2.9060 -4.2540
O 4.1657 2.4341 -3.6874
H 0.5383 2.4290 -6.0185
H -0.8797 3.2899 -5.4057
H 0.6892 4.0869 -5.4351
H -1.5809 2.2942 -3.3634
H -0.1335 1.7235 0.6975
H -1.5961 1.3903 2.4596
H -2.9559 1.3900 1.3592
H -2.5227 -0.8077 0.5982
H -2.1848 -0.9195 3.6086
H -4.7607 -0.6220 1.9786
H -4.7030 -1.0399 3.6922
H -4.1231 0.5267 3.1590
H -3.3227 -3.0989 3.4173
H -3.5413 -2.8702 1.7024
H -0.8725 -3.2797 3.1328
H -1.6409 -4.3538 1.9856
H 0.1456 -3.0187 0.8168
H -1.4153 -2.6288 0.1906
H 1.6228 -1.3173 -0.1784
H 3.8429 -2.2992 -0.4306
H 2.1661 -1.4616 4.0896
H 2.9756 1.9469 -1.7012
H 2.8297 2.4945 -5.2614
H 2.9770 4.0003 -4.3350
H 4.8917 2.6950 -4.2575
*
```

***

Below is C4H7NO2 in the gas phase, with properties calculated with ωB97M-V/def2-TZVPD.

Results
- energy (Ha) = -361.7429
- LUMO (eV) = 0.96
- SMILES = C/C(=N\O)[C@H]1CO1

ORCA input file:
```
! wB97M-V def2-TZVPD RIJCOSX def2/J DEFGRID3
* xyz 0 1
C 0.7249 0.9843 1.0978
C 0.4080 -0.2073 0.2568
N 0.0269 -1.3511 0.6808
O -0.0108 -1.4273 2.0603
C 0.2758 -0.1453 -1.2320
C -1.0550 0.1880 -1.7124
O 0.0342 1.0899 -1.8767
H 1.7632 0.9566 1.4453
H 0.5755 1.8980 0.5170
H 0.0817 0.9775 1.9819
H -0.4597 -2.2717 2.1935
H 0.8426 -0.8604 -1.8237
H -1.3972 -0.3449 -2.5918
H -1.8102 0.5137 -0.9968
*
```

***

Below is 2 unconnected molecules or ions with the total composition C4H9N2O at a distorted geometry, with properties calculated with ωB97M-V/def2-TZVPD.

Results
- expectation value of S² = 0.7550
- energy (Ha) = -342.4724
- LUMO (alpha / beta) (eV) = 0.93 / 0.89

ORCA input file:
```
! wB97M-V def2-TZVPD RIJCOSX def2/J DEFGRID3
* xyz 0 2
C -1.2844 -1.8783 0.4053
C -0.6971 -0.5058 0.4698
C -1.1340 0.7527 0.2825
N -0.0678 1.6328 0.4528
C 1.0588 0.9125 0.8566
N 0.6912 -0.4319 0.6973
H -0.7182 -2.5199 -0.2700
H -2.3449 -1.8237 0.1705
H -1.2526 -2.2749 1.4241
H -2.0361 1.1291 -0.1610
H -0.1106 2.6263 0.5719
H 2.0002 1.2616 1.2106
H 1.1963 -1.2025 1.1013
H 1.0051 0.2303 -2.4496
H 2.1129 1.2179 -2.7447
O 1.5812 0.8739 -2.0172
*
```

***

Below is C3H2F2O2 in the gas phase at a distorted geometry, with properties calculated with ωB97M-V/def2-TZVPD.

Results
- energy (Ha) = -465.6745
- LUMO (eV) = -0.37
- SMILES = O=C(O)C=C(F)F

ORCA input file:
```
! wB97M-V def2-TZVPD RIJCOSX def2/J DEFGRID3
* xyz 0 1
O 1.9980 -1.3948 0.5838
C 0.7826 -1.1415 0.4479
O -0.2267 -1.8644 0.9635
C 0.4949 0.0961 -0.2823
C -0.5401 0.9051 -0.5626
F -0.4998 2.0533 -1.4111
F -1.6003 1.0444 0.2725
H -1.0844 -1.2402 1.0532
H 1.3909 0.2761 -0.8022
*
```

***

Below is a gas-phase ion, C3H10NOSi (charge -1) at a distorted geometry, with properties calculated with ωB97M-V/def2-TZVPD.

Results
- energy (Ha) = -539.7483
- LUMO (eV) = 4.39

ORCA input file:
```
! wB97M-V def2-TZVPD RIJCOSX def2/J DEFGRID3
* xyz -1 1
C -1.8474 0.5272 -1.3089
C 1.1945 -1.8475 0.4214
C 0.1090 1.0693 1.3631
N -0.5656 -0.1912 -1.1151
O 0.5721 0.6456 -1.5775
Si 0.9018 0.0523 -0.0625
H -2.8225 0.0344 -0.9493
H -1.6539 1.5817 -1.0080
H -2.0935 0.5488 -2.3823
H 2.1570 -2.1205 -0.1184
H 1.4654 -1.7211 1.3940
H 0.4603 -2.6500 0.2256
H 0.6967 1.4898 2.1640
H -0.4277 1.8836 0.9744
H -0.6180 0.3560 1.8212
H 2.4718 0.3415 0.1583
*
```

***

Below is a gas-phase ion, C6H12N3 (charge +1) at a distorted geometry, with properties calculated with ωB97M-V/def2-TZVPD.

Results
- energy (Ha) = -399.6334
- LUMO (eV) = -6.20
- SMILES = N[C@H]1CCC=C1CN=[NH2+]

ORCA input file:
```
! wB97M-V def2-TZVPD RIJCOSX def2/J DEFGRID3
* xyz 1 1
N -0.5363 -1.3417 -1.5538
C -0.9307 -0.2259 -0.9215
C -2.2821 -0.2592 -0.1472
C -2.1280 0.9432 0.8242
C -0.7611 1.2436 1.0014
C -0.1684 0.4571 0.1573
C 1.4038 0.6728 -0.0503
N 2.6982 -0.2372 0.0830
N 3.4589 0.0606 1.0269
H 0.4078 -1.5273 -1.9363
H -0.7366 -2.2495 -1.1854
H -0.8810 0.4062 -1.8380
H -2.2697 -1.0673 0.5268
H -3.2262 -0.2923 -0.6699
H -2.3135 0.5381 1.8789
H -2.8168 1.7384 0.8079
H -0.2099 1.8701 1.7371
H 1.3945 1.4888 0.6803
H 1.2998 1.1569 -1.0142
H 2.9256 0.5966 1.7941
H 4.4126 -0.3123 1.1431
*
```